Entry 1:
A 6-piece molecular cluster, C39H41Br2F5N2O2S overall at a distorted geometry, computed with wB97M-V/def2-TZVPD.

Geometry as XYZ:
```
92
C39H41Br2F5N2O2S, DFT wB97M-V/def2-TZVPD
C 4.9639 3.9727 -5.8398
C 4.1817 4.0999 -4.5702
Br 5.1649 4.8360 -3.1367
C 2.9237 3.7426 -4.3610
Br 1.9222 3.0270 -5.8047
N 2.2995 3.7975 -3.0857
S 2.7984 2.4308 -2.1103
C 0.8904 3.9822 -3.0692
O 0.1188 3.3382 -2.4207
O 0.5855 5.0465 -3.8076
C -0.8207 5.3669 -3.8973
C -1.6418 4.3921 -4.7391
C -2.6265 3.5020 -3.9569
C -2.7354 2.0938 -4.5488
C -1.6066 1.1671 -4.1100
N -1.6224 0.9554 -2.6484
H 4.3281 4.0190 -6.7219
H 5.6885 4.7845 -5.9098
H 5.5369 3.0422 -5.8243
H 2.4413 1.4701 -2.9814
H -1.2316 5.4811 -2.8914
H -0.8160 6.3558 -4.3537
H -0.9742 3.7736 -5.3457
H -2.2203 4.9901 -5.4485
H -3.6219 3.9531 -4.0170
H -2.3662 3.4590 -2.8979
H -3.6888 1.6265 -4.2938
H -2.6892 2.1791 -5.6430
H -0.6312 1.5439 -4.4457
H -1.7418 0.1982 -4.6004
H -0.9036 1.5475 -2.2417
H -1.2924 0.0126 -2.4670
F -2.7349 -3.9805 2.4978
C -2.8385 -2.8361 1.7784
C -3.4103 -2.8936 0.5242
C -3.5149 -1.7172 -0.2061
C -3.0509 -0.5200 0.3214
C -2.4757 -0.4952 1.5851
C -2.3678 -1.6624 2.3290
H -3.7612 -3.8399 0.1351
H -3.9614 -1.7370 -1.1918
H -3.1267 0.3916 -0.2567
H -2.1062 0.4331 1.9927
H -1.9297 -1.6679 3.3182
F -1.4151 1.7552 3.4998
C -0.1410 2.1651 3.3001
C 0.8896 1.3685 3.7544
C 2.1933 1.7904 3.5353
C 2.4431 2.9875 2.8784
C 1.3843 3.7678 2.4345
C 0.0750 3.3578 2.6415
H 0.6693 0.4415 4.2661
H 3.0165 1.1781 3.8790
H 3.4616 3.3110 2.7114
H 1.5755 4.7015 1.9224
H -0.7664 3.9435 2.2976
F 7.3790 2.3971 -7.6196
C 8.4132 3.2156 -7.3269
C 9.3090 3.5390 -8.3255
C 10.3671 4.3815 -8.0149
C 10.5169 4.8781 -6.7270
C 9.6012 4.5338 -5.7422
C 8.5343 3.6980 -6.0400
H 9.1755 3.1353 -9.3198
H 11.0777 4.6502 -8.7852
H 11.3458 5.5321 -6.4921
H 9.7139 4.9159 -4.7364
H 7.8108 3.4225 -5.2855
F -6.1736 -9.7492 5.5360
C -5.5407 -8.6729 5.0237
C -5.9548 -7.4131 5.4027
C -5.2975 -6.3088 4.8759
C -4.2497 -6.4775 3.9806
C -3.8556 -7.7589 3.6158
C -4.4986 -8.8717 4.1395
H -6.7753 -7.3024 6.0991
H -5.6032 -5.3132 5.1703
H -3.7420 -5.6163 3.5717
H -3.0404 -7.8944 2.9170
H -4.2041 -9.8777 3.8730
F -4.7945 -4.1498 7.7902
C -4.1862 -5.0576 8.5854
C -3.8157 -6.2707 8.0428
C -3.1891 -7.1974 8.8640
C -2.9511 -6.9045 10.2003
C -3.3385 -5.6761 10.7184
C -3.9606 -4.7361 9.9085
H -4.0176 -6.4800 7.0027
H -2.8874 -8.1525 8.4545
H -2.4650 -7.6317 10.8366
H -3.1575 -5.4454 11.7599
H -4.2663 -3.7708 10.2883
```

Properties
E = -212690.0311 eV
frontier orbital gap = 9.3 eV
F_max = 1.661 eV/A
highest occupied orbital energy = -0.3313 hartree
SMILES = C/C(Br)=C(\Br)N(S)C(=O)OCCCCCN.Fc1ccccc1.Fc1ccccc1.Fc1ccccc1.Fc1ccccc1.Fc1ccccc1

Löwdin atomic charges, in units of e: C -0.166; C -0.760; Br 0.777; C -0.809; Br 0.871; N -0.394; S 0.839; C -0.654; O 0.074; O -0.010; C -0.134; C -0.163; C -0.205; C -0.210; C -0.284; N 0.013; H 0.052; H 0.064; H 0.078; H -0.110; H 0.131; H 0.125; H 0.081; H 0.114; H 0.107; H 0.096; H 0.107; H 0.110; H 0.077; H 0.107; H 0.033; H 0.063; F 0.032; C -0.281; C -0.021; C -0.084; C -0.093; C -0.070; C -0.010; H 0.115; H 0.104; H 0.090; H 0.082; H 0.116; F 0.035; C -0.285; C -0.016; C -0.082; C -0.096; C -0.081; C -0.013; H 0.117; H 0.105; H 0.101; H 0.105; H 0.119; F 0.051; C -0.284; C -0.016; C -0.083; C -0.095; C -0.077; C -0.026; H 0.118; H 0.105; H 0.101; H 0.107; H 0.102; F 0.053; C -0.288; C -0.028; C -0.100; C -0.083; C -0.076; C -0.018; H 0.122; H 0.109; H 0.081; H 0.105; H 0.116; F 0.050; C -0.279; C -0.007; C -0.075; C -0.099; C -0.088; C -0.019; H 0.088; H 0.106; H 0.099; H 0.103; H 0.116

=====

Entry 2:
A 7-piece molecular cluster, C17H48O7 overall at a distorted geometry, computed with wB97M-V/def2-TZVPD.

Geometry as XYZ:
```
72
C17H48O7, DFT wB97M-V/def2-TZVPD
C -2.6243 1.9771 -11.5168
C -3.7674 2.6497 -12.2564
O -4.8690 2.7647 -11.3451
H -2.8703 0.9316 -11.3398
H -2.3844 2.4386 -10.5602
H -1.7241 2.0354 -12.1339
H -4.0646 2.0401 -13.1184
H -3.6106 3.6599 -12.6512
H -5.4929 3.4337 -11.6993
C -6.8261 10.5720 -15.9046
C -6.3734 9.5770 -14.8417
O -7.2201 9.6290 -13.7068
H -7.6330 10.2228 -16.5470
H -5.9877 10.8581 -16.5502
H -7.0857 11.5412 -15.4706
H -5.3420 9.7558 -14.5459
H -6.3986 8.5951 -15.3347
H -8.1304 9.6525 -14.0184
C -10.3600 6.6625 -13.4609
C -11.8678 6.6760 -13.5597
O -12.2163 7.9358 -14.1566
H -10.0454 7.5413 -12.8987
H -9.9537 6.6046 -14.4697
H -10.0077 5.7900 -12.9057
H -12.3615 6.6643 -12.5835
H -12.2283 5.8988 -14.2408
H -13.1536 7.9981 -14.3480
C -6.7933 7.0177 -11.2202
C -6.6778 6.1461 -12.4618
O -6.6333 4.7598 -12.1300
H -5.9938 6.7424 -10.5328
H -7.7483 6.7781 -10.7497
H -6.7220 8.0772 -11.4491
H -5.7621 6.3894 -13.0103
H -7.5554 6.3279 -13.0881
H -6.3723 4.3065 -12.9586
C -3.8021 8.7361 -10.3439
C -3.4023 7.4561 -9.6119
C -2.6366 6.4838 -10.4838
O -2.4690 7.8660 -8.5846
H -4.3843 8.5665 -11.2520
H -2.9255 9.2909 -10.6907
H -4.2948 9.4323 -9.6637
H -4.2814 7.0312 -9.1227
H -2.4093 5.5736 -9.9283
H -1.6708 6.9100 -10.7532
H -3.2446 6.2626 -11.3623
H -2.9447 8.2203 -7.8285
C -7.6587 2.3794 -14.5231
C -6.9324 3.3191 -15.4509
C -7.8444 4.4022 -15.9873
O -5.8609 3.9268 -14.7022
H -7.0014 1.7584 -13.9137
H -8.3120 1.7186 -15.0983
H -8.3363 2.8800 -13.8237
H -6.5355 2.7106 -16.2744
H -8.7787 3.9445 -16.3273
H -7.4941 4.9464 -16.8685
H -8.0578 5.1215 -15.1958
H -5.5425 4.6523 -15.2544
C -7.9810 3.1473 -7.6044
C -7.0212 3.3400 -8.7827
C -5.9839 4.3887 -8.4126
O -6.4688 2.0838 -9.0953
H -7.4863 2.6574 -6.7631
H -8.8071 2.4963 -7.9021
H -8.4289 4.0773 -7.2522
H -7.6573 3.7035 -9.6014
H -5.4951 4.1324 -7.4694
H -6.4421 5.3641 -8.2250
H -5.2449 4.5205 -9.2060
H -5.8984 2.2185 -9.8752
```

Properties
E = -32738.7770 eV
energy relative to the best compared isomer or geometry (same formula, charge and spin) = 0.429 eV
frontier orbital gap = 9.6 eV
F_max = 1.551 eV/A
highest occupied orbital energy = -0.3417 hartree
SMILES = CC(C)O.CC(C)O.CC(C)O.CCO.CCO.CCO.CCO

Löwdin atomic charges, in units of e: C -0.075; C -0.295; O -0.124; H 0.077; H 0.073; H 0.073; H 0.104; H 0.108; H 0.044; C -0.097; C -0.323; O -0.084; H 0.072; H 0.073; H 0.077; H 0.110; H 0.100; H 0.081; C -0.097; C -0.309; O -0.101; H 0.078; H 0.067; H 0.077; H 0.112; H 0.110; H 0.075; C -0.061; C -0.291; O -0.115; H 0.048; H 0.082; H 0.064; H 0.113; H 0.084; H 0.039; C -0.064; C -0.479; C -0.046; O -0.068; H 0.059; H 0.082; H 0.081; H 0.114; H 0.080; H 0.086; H 0.071; H 0.083; C -0.053; C -0.464; C -0.049; O -0.071; H 0.087; H 0.087; H 0.086; H 0.139; H 0.089; H 0.082; H 0.064; H 0.105; C -0.069; C -0.515; C -0.064; O -0.044; H 0.079; H 0.074; H 0.074; H 0.127; H 0.084; H 0.074; H 0.060; H 0.050

=====

Entry 3:
A 7-piece molecular cluster, C46H65F24IO17S overall at a distorted geometry, computed with wB97M-V/def2-TZVPD.

Geometry as XYZ:
```
154
C46H65F24IO17S, DFT wB97M-V/def2-TZVPD
C 4.4906 -3.3430 1.5234
C 3.4104 -3.9939 0.8582
C 2.1301 -4.8187 0.1636
I 1.3835 -6.1688 1.7211
O 2.4962 -5.5238 -1.0691
C 3.6411 -6.4210 -0.9136
C 3.1437 -7.9038 -1.5076
C 2.8934 -9.0106 -0.2854
C 1.3125 -9.5350 -0.2587
F 1.1078 -10.3378 -1.5203
C 4.8185 -5.9094 -1.9379
C 6.0237 -5.0494 -1.2342
C 6.0159 -3.5560 -1.9130
C 7.4205 -2.6935 -1.6310
C 7.4323 -2.4039 -0.0060
O 8.5565 -1.5746 0.4573
C 8.2828 -1.2546 1.8888
C 8.5974 -2.5249 2.9061
C 1.0566 -3.6005 -0.2465
C 0.2425 -3.2091 1.1629
C -0.3980 -1.6659 1.1006
C -1.6821 -1.4563 2.1022
C -3.1467 -1.5023 1.3403
F -4.1775 -1.5634 2.4418
F -3.2850 -2.7836 0.5966
C -3.4988 -0.1610 0.4658
F -4.3868 0.7240 1.2982
F -2.3026 0.6830 0.1334
F -4.2668 -0.4804 -0.7732
O 1.8894 -2.4422 -0.5417
C 1.5877 -1.7643 -1.7955
S -0.2090 -4.1101 -1.5018
C -1.1321 -5.6732 -0.8946
O 0.3187 -4.4934 -2.9050
O -1.3643 -3.0734 -1.7415
H 5.4336 -3.1716 2.2330
H 3.9890 -6.6299 0.1810
H 3.9281 -8.3954 -2.2231
H 2.1265 -7.7556 -2.0873
H 3.5960 -9.9604 -0.4524
H 3.1695 -8.5928 0.7730
H 0.5897 -8.5973 -0.2158
H 1.1762 -10.2567 0.6593
H 4.2828 -5.1909 -2.7231
H 5.3213 -6.7565 -2.5753
H 6.0070 -5.0657 -0.0644
H 7.0531 -5.5553 -1.5613
H 5.0469 -2.9225 -1.6483
H 5.9837 -3.7045 -3.0908
H 8.3581 -3.2794 -2.0220
H 7.3530 -1.6381 -2.1762
H 7.4978 -3.4539 0.5168
H 6.4453 -1.8113 0.2310
H 7.1725 -0.9306 2.0880
H 8.9502 -0.3128 2.1881
H 9.7014 -2.9122 2.8254
H 8.2967 -2.1790 3.9997
H 7.8797 -3.4480 2.6675
H 1.0214 -3.1524 2.0662
H -0.6665 -3.9131 1.3761
H -0.6139 -1.2992 0.0126
H 0.4630 -0.9528 1.5194
H -1.5767 -2.2294 2.9806
H -1.5467 -0.3774 2.5946
H 0.5065 -1.2723 -1.8549
H 2.3311 -0.8300 -1.8547
H 1.8471 -2.3929 -2.7771
H -1.3903 -5.6308 0.2457
H -2.0636 -5.8774 -1.5948
H -0.3747 -6.5739 -1.0917
C -4.7591 3.7182 0.3124
C -5.8162 4.3875 -0.5464
O -6.7518 5.1050 0.2734
C -6.3623 6.3547 0.6808
O -5.2841 6.8649 0.3875
C -7.4662 7.0221 1.4997
F -8.0187 6.1829 2.4227
F -8.4955 7.4547 0.7162
F -7.0317 8.1119 2.1932
H -5.2260 3.0843 1.0731
H -4.0934 3.1049 -0.3011
H -4.1548 4.4599 0.8439
H -6.3868 3.6241 -1.0855
H -5.3689 5.0465 -1.2993
C -3.3193 -6.8240 6.1098
C -2.6178 -8.0751 6.6052
O -1.6281 -8.5069 5.6586
C -0.4179 -7.8653 5.7161
O -0.1569 -6.9669 6.5121
C 0.5525 -8.4540 4.6932
F -0.0220 -8.6447 3.4704
F 1.0307 -9.6709 5.0815
F 1.6441 -7.6669 4.4784
H -3.7345 -6.9860 5.1099
H -4.1281 -6.5392 6.7882
H -2.6211 -5.9848 6.0318
H -3.3442 -8.8891 6.6987
H -2.1735 -7.9251 7.5959
C 12.9520 -2.9804 0.7278
C 12.8730 -3.5143 -0.6905
O 12.4984 -4.9006 -0.6875
C 11.1583 -5.1631 -0.5667
O 10.2975 -4.2932 -0.4608
C 10.8969 -6.6672 -0.6278
F 11.7690 -7.3855 0.1370
F 11.0124 -7.1564 -1.8958
F 9.6493 -7.0100 -0.1998
H 13.6231 -3.5972 1.3343
H 13.3156 -1.9492 0.7336
H 11.9718 -3.0048 1.2139
H 13.8604 -3.4532 -1.1600
H 12.1861 -2.9240 -1.3078
C -4.3510 7.4308 -3.5644
C -3.4585 7.8363 -4.7228
O -2.6156 6.7426 -5.1170
C -3.1847 5.8109 -5.9461
O -4.3442 5.8692 -6.3473
C -2.1678 4.7353 -6.3252
F -1.4433 4.2946 -5.2563
F -1.2606 5.1865 -7.2383
F -2.7417 3.6278 -6.8741
H -3.7520 7.0401 -2.7356
H -4.9354 8.2839 -3.2088
H -5.0430 6.6357 -3.8589
H -2.7966 8.6496 -4.4074
H -4.0420 8.2077 -5.5730
C -0.8480 14.5446 -2.9430
C -0.9270 14.0107 -4.3613
O -1.3016 12.6244 -4.3583
C -2.6417 12.3619 -4.2375
O -3.5025 13.2318 -4.1316
C -2.9031 10.8578 -4.2987
F -2.0310 10.1395 -3.5339
F -2.7876 10.3686 -5.5666
F -4.1507 10.5150 -3.8706
H -0.1769 13.9278 -2.3366
H -0.4844 15.5758 -2.9372
H -1.8282 14.5202 -2.4570
H 0.0604 14.0718 -4.8308
H -1.6139 14.6010 -4.9787
C -11.1641 8.1297 4.5125
C -11.2516 7.7911 3.0358
O -12.2654 6.8008 2.8046
C -13.5535 7.2634 2.7242
O -13.8643 8.4459 2.8416
C -14.5194 6.1173 2.4277
F -14.2747 5.0113 3.1883
F -14.4459 5.7081 1.1286
F -15.8230 6.4469 2.6497
H -11.0113 7.2230 5.1067
H -10.3395 8.8221 4.7027
H -12.0915 8.5898 4.8675
H -10.3027 7.3578 2.7029
H -11.4293 8.6839 2.4253
```

Properties
E = -167701.9158 eV
energy relative to the best compared isomer or geometry (same formula, charge and spin) = 15.268 eV
frontier orbital gap = 9.2 eV
F_max = 9.992 eV/A
highest occupied orbital energy = -0.3550 hartree
SMILES = C#C[C@](I)(O[C@@H](CCCF)CCCCCOCC)[C@@](CCCC(F)(F)C(F)(F)F)(OC)S(C)(=O)=O.CCOC(=O)C(F)(F)F.CCOC(=O)C(F)(F)F.CCOC(=O)C(F)(F)F.CCOC(=O)C(F)(F)F.CCOC(=O)C(F)(F)F.CCOC(=O)C(F)(F)F

Here are the Löwdin charges for atoms 1 to 99, given in e: C 0.105; C -0.058; C -0.653; I 1.136; O -0.197; C -0.295; C -0.112; C -0.190; C -0.144; F -0.158; C -0.126; C -0.204; C -0.212; C -0.154; C -0.243; O -0.218; C -0.243; C -0.108; C -0.455; C -0.178; C -0.167; C -0.080; C -0.170; F -0.027; F 0.004; C -0.124; F 0.010; F 0.021; F 0.039; O -0.206; C -0.104; S 0.799; C -0.155; O -0.379; O -0.393; H 0.070; H 0.129; H 0.112; H 0.131; H 0.123; H 0.073; H 0.080; H 0.123; H 0.133; H 0.117; H 0.090; H 0.120; H 0.115; H 0.117; H 0.105; H 0.122; H 0.107; H 0.117; H 0.112; H 0.133; H 0.076; H 0.087; H 0.066; H 0.125; H 0.081; H 0.095; H 0.136; H 0.141; H 0.146; H 0.108; H 0.122; H 0.124; H 0.049; H 0.111; H 0.064; C -0.062; C -0.200; O 0.014; C -0.323; O 0.140; C -0.471; F 0.136; F 0.141; F 0.141; H 0.075; H 0.078; H 0.081; H 0.130; H 0.116; C -0.063; C -0.209; O 0.011; C -0.322; O 0.146; C -0.486; F 0.092; F 0.149; F 0.064; H 0.084; H 0.085; H 0.077; H 0.128; H 0.127; C -0.059

=====

Question: What is the formula in the first record?
Answer: C39H41Br2F5N2O2S

=====

Question: Which of these has the highest F_max?
Answer: C46H65F24IO17S